Molecular formula: F2HO2PS2
Method: DFT, ωB97M-V with the def2-TZVPD basis set

The geometry in XYZ format:
```
8
Properties=species:S:1:pos:R:3
O -1.788 0.204 0.729
O 0.398 -0.790 0.127
F -1.069 0.452 -1.514
F 2.918 -0.941 -0.144
P -0.516 0.736 -0.009
S 0.433 2.431 0.087
S 1.684 -1.667 0.682
H -2.060 -0.424 0.042
```

The total energy comes out at -40506.15016 eV. For the largest force on an atom, the calculation gives 3.8 eV/A. As for the SMILES: O[P@@](F)(=S)OSF. The calculation puts the energy above the lowest of the compared OMol25 structures with the same formula, charge and spin at 0.0000 eV. The value obtained for the HOMO-LUMO gap is 9.00 eV.